w | 2 unconnected molecules or ions with the total composition C4H14N2O, computed with ωB97M-V/def2-TZVPD.

- molecular weight (g mol⁻¹) = 106.169
- LUMO energy (spin up / spin down) (eV) = 3.86 / 3.73
- charge = -1
- <S²> = 0.750
- 2S+1 = 2
- HOMO energy (spin up / spin down) (hartree) = 0.0331 / -0.2010
- Kohn-Sham gap (spin up / spin down) (eV) = 2.9604 / 9.2021

Each line ends with the natural charge from an NBO analysis.
Geometry (Å):
N  0.032  2.440  0.205  -0.8488
C  -0.129  1.255  1.093  -0.0582
C  1.060  1.277  2.052  -0.6324
C  -0.213  -0.064  0.246  -0.2840
N  -0.515  0.052  -1.164  -0.6549
C  -1.519  -0.902  -1.651  -0.5139
H  0.850  2.272  -0.358  0.3440
H  -0.765  2.562  -0.406  0.3634
H  -1.079  1.404  1.610  0.1686
H  1.395  2.308  2.125  0.2160
H  1.887  0.668  1.689  0.2076
H  0.771  0.931  3.046  0.2020
H  -0.943  -0.769  0.661  0.1833
H  0.698  -0.581  0.566  0.2071
H  0.310  -0.125  -1.707  0.3622
H  -1.374  -1.085  -2.710  0.1869
H  -1.450  -1.850  -1.107  0.1734
H  -2.549  -0.565  -1.489  0.1562
H  1.618  -3.048  -1.537  0.3056
H  0.644  -3.452  -0.486  0.3412
O  1.268  -2.727  -0.677  -1.4254

***

x | 2 unconnected molecules or ions with the total composition C4H14N2O, computed with ωB97M-V/def2-TZVPD.

- molecular weight (g mol⁻¹) = 106.169
- LUMO energy (spin up / spin down) (eV) = 3.98 / 4.11
- charge = -1
- <S²> = 0.750
- 2S+1 = 2
- HOMO energy (spin up / spin down) (hartree) = 0.0474 / -0.2045
- Kohn-Sham gap (spin up / spin down) (eV) = 2.6939 / 9.6784

Each line ends with the natural charge from an NBO analysis.
Geometry (Å):
C  -2.257  1.324  0.464  -0.8361
C  -1.019  0.549  0.007  -0.1850
C  -0.444  -0.222  1.193  -0.4572
C  0.971  -0.783  1.046  -0.2964
N  1.002  -2.103  0.413  -0.8846
N  0.004  1.503  -0.531  -1.0798
H  -2.840  0.718  1.174  0.1810
H  -1.989  2.199  1.054  0.1968
H  -2.908  1.581  -0.373  0.1990
H  -1.276  -0.112  -0.826  0.1794
H  -1.101  -1.094  1.339  0.2034
H  -0.628  0.346  2.105  0.1964
H  1.641  -0.080  0.549  0.1912
H  1.334  -0.914  2.074  0.1696
H  1.696  -2.690  0.856  0.3495
H  1.063  -2.052  -0.601  0.3903
H  -0.496  2.190  -1.105  0.3146
H  0.324  2.097  0.233  0.3196
H  0.824  0.246  -1.759  0.4971
H  2.230  -0.072  -2.460  0.4464
O  1.386  -0.442  -2.193  -1.0952

***

y | 2 unconnected molecules or ions with the total composition C4H14N2O, computed with ωB97M-V/def2-TZVPD.

- molecular weight (g mol⁻¹) = 106.169
- LUMO energy (spin up / spin down) (eV) = 3.74 / 3.66
- charge = -1
- <S²> = 0.750
- 2S+1 = 2
- HOMO energy (spin up / spin down) (hartree) = 0.0413 / -0.2150
- Kohn-Sham gap (spin up / spin down) (eV) = 2.6138 / 9.5080

Each line ends with the natural charge from an NBO analysis.
Geometry (Å):
C  -0.398  -1.763  0.314  -0.4241
C  -0.937  -1.233  -1.041  -0.4600
C  -2.109  -0.267  -0.953  -0.7469
N  -1.759  1.114  -0.536  -1.0040
C  0.266  -0.691  1.203  -0.2389
N  1.006  0.339  0.377  -0.8892
H  -1.275  -2.101  0.864  0.1963
H  0.270  -2.609  0.145  0.1870
H  -0.108  -0.930  -1.684  0.1949
H  -1.291  -2.165  -1.520  0.1925
H  -2.504  -0.256  -1.971  0.1510
H  -2.819  -0.734  -0.268  0.1687
H  -2.682  1.464  -0.210  0.3046
H  -1.672  1.636  -1.413  0.3195
H  1.018  -0.982  1.938  0.1784
H  -0.554  -0.197  1.718  0.1722
H  1.005  1.157  0.985  0.3397
H  0.258  0.645  -0.244  0.3869
H  4.194  1.638  0.091  0.4556
H  2.703  1.373  0.397  0.5000
O  3.486  1.919  0.628  -0.9840

***

Most stable of them? x.

***

w | 2 unconnected molecules or ions with the total composition HNO3S, computed with ωB97M-V/def2-TZVPD.

- molecular weight (g mol⁻¹) = 95.079
- LUMO energy (spin up / spin down) (eV) = 0.24 / -0.77
- 2S+1 = 1
- HOMO energy (spin up / spin down) (hartree) = -0.3187 / -0.3188
- Kohn-Sham gap (spin up / spin down) (eV) = 8.9166 / 7.9082

Each line ends with the natural charge from an NBO analysis.
Geometry (Å):
N  3.219  -2.798  0.050  0.2015
O  1.946  1.297  -0.568  -0.8233
O  0.327  -0.486  0.204  -0.9007
O  2.293  -2.166  -0.152  -0.1987
S  1.618  0.442  0.617  1.2093
H  -0.117  -0.312  -0.629  0.5119

***

x | 2 unconnected molecules or ions with the total composition HNO3S, computed with ωB97M-V/def2-TZVPD.

- molecular weight (g mol⁻¹) = 95.079
- LUMO energy (spin up / spin down) (eV) = -2.57 / -2.60
- 2S+1 = 1
- HOMO energy (spin up / spin down) (hartree) = -0.3698 / -0.3693
- Kohn-Sham gap (spin up / spin down) (eV) = 7.4943 / 7.4450

Each line ends with the natural charge from an NBO analysis.
Geometry (Å):
O  -1.676  -0.834  0.674  -0.3159
N  -1.853  0.122  -0.014  0.3710
O  -0.803  0.848  -0.498  -0.5577
H  0.151  0.644  -0.214  0.4799
O  1.408  -0.511  -0.276  -0.7041
S  2.773  -0.269  0.328  0.7268

***

Most stable of them? w.

***

w | C3H6N2S3 in the gas phase, computed with ωB97M-V/def2-TZVPD.

- molecular weight (g mol⁻¹) = 166.296
- LUMO energy (spin up / spin down) (eV) = -1.01 / -0.70
- 2S+1 = 1
- HOMO energy (spin up / spin down) (hartree) = -0.2796 / -0.2831
- Kohn-Sham gap (spin up / spin down) (eV) = 6.5979 / 7.0079

Each line ends with the natural charge from an NBO analysis.
Geometry (Å):
C  0.745  -1.480  -0.055  0.1439
C  -0.723  -1.337  0.151  -0.3292
C  1.204  0.442  1.190  -0.1819
N  -0.963  0.034  0.231  -0.5744
N  1.667  -0.653  0.415  -0.4646
S  3.221  -0.938  -0.060  -0.2023
S  1.850  1.944  0.810  0.1461
S  -2.065  0.619  1.271  0.3125
H  1.174  -2.376  -0.663  0.2314
H  -1.421  -1.847  -0.396  0.2358
H  -0.839  -1.780  1.215  0.1662
H  0.541  0.279  2.026  0.2414
H  2.352  1.677  -0.436  0.1699
H  -1.998  1.779  0.755  0.1052

***

x | A molecular structure, C3H6N2S3, computed with ωB97M-V/def2-TZVPD.

- molecular weight (g mol⁻¹) = 166.296
- LUMO energy (eV) = -1.24
- 2S+1 = 1
- HOMO energy (hartree) = -0.3030
- Kohn-Sham gap (eV) = 7.0019

Each line ends with the natural charge from an NBO analysis.
Geometry (Å):
C  1.284  -1.658  0.748  -0.8239
C  -0.258  0.078  -0.470  -0.1122
C  -1.698  -0.208  -0.470  -0.3700
H  0.183  -1.426  1.729  0.2874
H  1.478  -2.957  0.348  0.2557
H  2.571  -1.025  1.177  0.2557
H  1.139  3.097  -0.637  0.3938
H  2.111  1.597  -0.689  0.3634
H  -3.860  0.781  0.583  0.1661
N  0.051  1.422  -0.344  -0.1872
N  1.350  2.048  -0.263  -0.6042
S  0.696  -1.239  -1.087  0.2302
S  -2.575  1.201  -0.259  0.1648
S  -2.472  -1.710  -0.368  -0.0194

***

Most stable of them? w.

***

w | 2 unconnected molecules or ions with the total composition C6H12O2, computed with ωB97M-V/def2-TZVPD.

- molecular weight (g mol⁻¹) = 116.160
- LUMO energy (spin up / spin down) (eV) = 4.03 / 4.00
- charge = -1
- <S²> = 0.753
- 2S+1 = 2
- HOMO energy (spin up / spin down) (hartree) = -0.0006 / -0.1262
- Kohn-Sham gap (spin up / spin down) (eV) = 4.0464 / 7.4361

Each line ends with the natural charge from an NBO analysis.
Geometry (Å):
O  -2.101  -1.639  0.671  -0.8402
C  -1.170  -0.875  1.164  0.0107
C  0.269  -1.188  0.897  -0.4787
C  1.268  -0.093  1.313  -0.3866
C  0.978  1.238  0.618  -0.4455
C  -0.010  1.895  -1.548  -0.4052
C  0.876  1.162  -0.893  -0.1563
H  -1.409  0.011  1.754  0.0700
H  0.552  -2.152  1.359  0.1658
H  0.433  -1.388  -0.174  0.1597
H  2.251  -0.420  0.952  0.1764
H  1.268  0.005  2.402  0.1906
H  0.031  1.632  0.939  0.2138
H  1.744  1.975  0.897  0.1872
H  -0.765  2.587  -1.202  0.1852
H  -0.027  1.829  -2.643  0.1775
H  1.492  0.482  -1.468  0.1920
H  -1.330  -2.125  -1.409  0.4860
H  -2.515  -1.273  -1.527  0.4879
O  -1.836  -1.664  -2.099  -0.9905

***

x | 2 unconnected molecules or ions with the total composition C6H12O2, computed with ωB97M-V/def2-TZVPD.

- molecular weight (g mol⁻¹) = 116.160
- LUMO energy (spin up / spin down) (eV) = 3.69 / 3.56
- charge = -1
- <S²> = 0.757
- 2S+1 = 2
- HOMO energy (spin up / spin down) (hartree) = 0.0229 / -0.1314
- Kohn-Sham gap (spin up / spin down) (eV) = 3.0668 / 7.1344

Each line ends with the natural charge from an NBO analysis.
Geometry (Å):
C  1.219  2.403  0.835  -0.6623
C  0.591  1.084  1.053  -0.0297
C  0.470  0.440  2.252  -0.6313
C  -1.211  -0.683  -1.918  -0.1703
O  -2.704  -0.792  -1.658  -0.8378
C  -0.408  -0.590  -0.636  -0.3994
C  -0.396  0.694  -0.054  -0.3794
H  1.860  2.682  1.743  0.1803
H  0.442  3.205  0.627  0.2047
H  1.877  2.182  -0.122  0.2131
H  1.184  0.757  3.045  0.1731
H  -0.309  -0.337  2.194  0.2210
H  -0.848  -1.655  -2.483  0.1402
H  -0.927  0.255  -2.424  0.1536
H  -3.334  -0.769  -2.425  0.4305
H  0.207  -1.454  -0.273  0.2278
H  -1.185  1.515  -0.243  0.1848
H  2.360  -2.866  0.641  0.4516
H  2.076  -1.421  1.140  0.4836
O  2.081  -1.981  0.331  -0.9540

***

Most stable of them? w.